A 3-piece molecular cluster, C11H26O7S3 overall at a distorted geometry, computed with the ωB97M-V functional and the def2-TZVPD basis.

Geometry (Å):
1 H -1.93 3.24 0.47
2 S -0.95 2.03 4.73
3 O -2.50 -0.78 -1.08
4 H -2.11 -0.03 4.68
5 C 4.63 -3.29 -3.10
6 O -0.98 -2.61 -1.68
7 O 2.22 1.15 -2.04
8 H 1.13 3.16 4.79
9 O 2.58 -2.79 -1.49
10 H 5.37 -3.19 -2.31
11 O 0.84 2.14 -0.51
12 C 0.84 2.12 4.86
13 C 1.63 1.11 -0.95
14 S 3.25 -2.22 -2.70
15 H -2.40 0.17 0.79
16 H -0.39 1.66 1.09
17 H -2.22 1.68 -2.18
18 H 1.15 1.72 5.83
19 C 1.76 -0.08 0.00
20 S -2.23 -2.36 -0.70
21 H 2.75 -0.52 -0.13
22 O -1.29 2.42 3.33
23 H -3.95 -0.60 0.42
24 C -3.12 -0.02 -0.02
25 H 4.29 -4.33 -3.15
26 H -0.15 -2.38 -1.23
27 H 5.07 -2.98 -4.05
28 C -2.64 2.19 -1.30
29 O -1.70 -2.36 0.67
30 H -0.97 3.51 -1.01
31 H -4.45 1.05 -1.30
32 H -0.48 -0.20 3.99
33 H -0.67 0.73 -0.39
34 C -3.65 1.29 -0.58
35 C -0.46 1.73 0.00
36 H 1.29 -2.18 -4.05
37 H -3.21 3.04 -1.70
38 H 1.01 -0.84 -0.24
39 H 2.76 -2.42 -5.03
40 H 1.29 1.55 4.05
41 C 2.24 -2.71 -4.11
42 H -4.14 1.82 0.25
43 H -0.70 -0.11 5.77
44 H 1.65 0.27 1.03
45 H 2.08 -3.78 -4.09
46 C -1.06 0.24 4.80
47 C -1.51 2.76 -0.42

Output
- Multiplicity: 1
- Energy: -2155.88763 Eh
- Strongest force on any atom: 0.0668 Eh/bohr
- Net charge: 0
- Frontier orbital gap: 9.677 eV

Atom charges from the natural (NBO) analysis, given in e for atoms 1 to 2: 0.2196 1.2570